# 1
{
  "formula": "C54H37I4N7OPbS2",
  "method": "ωB97M-V/def2-TZVPD",
  "elements": ["Pb", "I", "C", "C", "C", "C", "C", "C", "C", "C", "C", "C", "C", "C", "C", "C", "C", "C", "I", "C", "C", "C", "N", "C", "C", "C", "C", "C", "C", "I", "C", "C", "C", "C", "C", "C", "N", "C", "C", "C", "C", "C", "N", "C", "C", "C", "C", "I", "C", "C", "C", "C", "N", "H", "H", "H", "H", "H", "H", "H", "H", "H", "H", "H", "H", "H", "H", "H", "H", "H", "H", "H", "H", "H", "H", "H", "H", "N", "C", "S", "N", "N", "C", "C", "C", "C", "C", "C", "C", "O", "H", "H", "H", "H", "H", "H", "H", "C", "S", "C", "H", "H", "H", "H", "H", "H"],
  "positions_angstrom": [[-0.20, 0.11, 0.15], [6.77, 4.06, 5.00], [5.41, 3.50, 3.53], [4.06, 3.48, 3.80], [3.16, 3.10, 2.81], [3.59, 2.75, 1.53], [4.97, 2.74, 1.29], [5.87, 3.12, 2.27], [2.55, 2.30, 0.56], [1.31, 2.89, 0.61], [1.04, 4.24, 1.07], [-0.23, 4.53, 0.73], [-0.80, 3.34, 0.12], [-2.12, 3.24, -0.30], [-3.01, 4.42, -0.10], [-3.55, 5.11, -1.19], [-4.39, 6.20, -1.00], [-4.69, 6.61, 0.29], [-5.95, 8.25, 0.58], [-4.17, 5.95, 1.38], [-3.33, 4.86, 1.18], [-2.71, 2.07, -0.80], [-2.09, 0.90, -1.04], [-3.08, -0.04, -1.26], [-2.86, -1.37, -1.50], [-4.01, -2.31, -1.53], [-4.37, -2.96, -0.35], [-5.43, -3.86, -0.33], [-6.13, -4.11, -1.51], [-7.72, -5.45, -1.49], [-5.78, -3.47, -2.69], [-4.72, -2.58, -2.69], [-1.57, -1.91, -1.76], [-1.30, -3.18, -2.31], [0.04, -3.20, -2.62], [0.58, -1.95, -2.22], [-0.43, -1.17, -1.69], [1.90, -1.51, -2.40], [2.45, -0.37, -1.84], [3.77, 0.13, -2.10], [4.00, 1.14, -1.22], [2.81, 1.28, -0.43], [1.88, 0.40, -0.84], [2.76, -2.34, -3.28], [3.98, -2.85, -2.82], [4.78, -3.62, -3.64], [4.38, -3.88, -4.94], [5.58, -5.04, -6.18], [3.18, -3.38, -5.42], [2.38, -2.62, -4.59], [-4.37, 0.60, -1.19], [-4.15, 1.91, -0.95], [0.16, 2.38, 0.03], [3.69, 3.75, 4.78], [2.12, 3.02, 3.07], [5.37, 2.44, 0.34], [6.93, 3.12, 2.05], [1.77, 4.90, 1.50], [-0.74, 5.47, 0.84], [-3.30, 4.79, -2.19], [-4.79, 6.72, -1.86], [-4.41, 6.27, 2.39], [-2.92, 4.33, 2.03], [-3.81, -2.75, 0.55], [-5.70, -4.35, 0.59], [-6.33, -3.67, -3.60], [-4.44, -2.08, -3.62], [-2.03, -3.96, -2.49], [0.59, -4.00, -3.08], [4.42, -0.22, -2.88], [4.86, 1.78, -1.20], [4.28, -2.64, -1.80], [5.72, -4.02, -3.27], [2.87, -3.58, -6.44], [1.44, -2.22, -4.96], [-5.32, 0.10, -1.33], [-4.88, 2.69, -0.83], [-1.78, 2.48, 3.67], [-1.12, 1.51, 2.98], [-2.08, 0.49, 1.96], [0.17, 1.46, 3.13], [0.73, 0.46, 2.36], [1.86, -0.01, 2.76], [2.58, -1.06, 2.08], [3.92, -1.28, 2.44], [4.66, -2.29, 1.86], [4.05, -3.11, 0.91], [2.74, -2.91, 0.53], [1.97, -1.89, 1.10], [0.70, -1.76, 0.76], [-2.77, 2.37, 3.81], [-1.26, 2.94, 4.40], [2.28, 0.41, 3.67], [4.36, -0.64, 3.19], [5.69, -2.45, 2.15], [4.61, -3.92, 0.46], [2.25, -3.55, -0.20], [-3.04, -3.38, 3.15], [-1.48, -2.96, 2.35], [-1.18, -4.49, 1.46], [-3.75, -3.81, 2.44], [-3.46, -2.46, 3.55], [-2.90, -4.09, 3.97], [-1.04, -5.34, 2.13], [-0.27, -4.34, 0.88], [-2.00, -4.71, 0.77]],
  "charge": 0,
  "homo_ev": -7.11,
  "spin_multiplicity": 1,
  "orbital_gap_ev": 5.6
}

=====

# 2
{
  "formula": "C54H40F5N3P2SeSiTi",
  "method": "ωB97M-V/def2-TZVPD",
  "elements": ["Ti", "C", "Si", "C", "C", "C", "C", "C", "C", "P", "C", "C", "C", "C", "C", "C", "C", "C", "C", "C", "C", "C", "C", "C", "C", "C", "C", "C", "P", "C", "C", "C", "C", "C", "C", "C", "C", "C", "C", "C", "C", "H", "H", "H", "H", "H", "H", "H", "H", "H", "H", "H", "H", "H", "H", "H", "H", "H", "H", "H", "H", "H", "H", "H", "H", "H", "H", "H", "H", "H", "H", "H", "C", "C", "C", "C", "C", "C", "N", "N", "C", "C", "C", "C", "C", "N", "H", "H", "H", "H", "H", "H", "H", "H", "H", "F", "C", "C", "F", "C", "F", "C", "Se", "C", "F", "C", "F"],
  "positions_angstrom": [[0.18, 0.10, 0.28], [-3.22, -1.28, 1.63], [-1.98, -1.31, 0.19], [-3.09, -0.74, -1.25], [-3.98, -1.55, -1.97], [-4.87, -0.98, -2.87], [-4.89, 0.40, -3.07], [-4.00, 1.20, -2.38], [-3.10, 0.63, -1.49], [-1.83, 1.62, -0.61], [-2.82, 2.92, 0.19], [-3.28, 4.07, -0.44], [-4.10, 4.96, 0.24], [-4.47, 4.70, 1.55], [-4.03, 3.55, 2.19], [-3.20, 2.67, 1.51], [-1.03, 2.41, -2.06], [-0.53, 3.71, -2.03], [0.20, 4.20, -3.11], [0.47, 3.39, -4.20], [0.00, 2.08, -4.23], [-0.75, 1.60, -3.16], [-1.61, -3.14, -0.14], [-2.60, -4.13, -0.07], [-2.32, -5.45, -0.41], [-1.05, -5.79, -0.86], [-0.06, -4.82, -0.93], [-0.32, -3.51, -0.52], [1.00, -2.22, -0.49], [1.73, -2.50, -2.13], [2.77, -3.39, -2.38], [3.28, -3.52, -3.67], [2.76, -2.75, -4.70], [1.72, -1.87, -4.46], [1.21, -1.75, -3.18], [2.18, -2.83, 0.79], [2.75, -1.91, 1.68], [3.59, -2.33, 2.70], [3.88, -3.67, 2.85], [3.32, -4.60, 1.99], [2.46, -4.18, 0.98], [-4.24, -1.24, 1.25], [-3.06, -0.40, 2.27], [-3.11, -2.16, 2.27], [-3.99, -2.62, -1.82], [-5.56, -1.62, -3.42], [-5.58, 0.84, -3.77], [-4.01, 2.28, -2.54], [-3.01, 4.28, -1.47], [-4.44, 5.86, -0.26], [-5.11, 5.40, 2.08], [-4.32, 3.35, 3.21], [-2.83, 1.78, 2.01], [-0.69, 4.34, -1.17], [0.58, 5.22, -3.08], [1.07, 3.76, -5.03], [0.20, 1.45, -5.08], [-1.15, 0.59, -3.20], [-3.60, -3.87, 0.25], [-3.09, -6.21, -0.33], [-0.83, -6.81, -1.16], [0.91, -5.09, -1.33], [3.21, -3.96, -1.57], [4.10, -4.20, -3.85], [3.19, -2.83, -5.70], [1.33, -1.26, -5.26], [0.42, -1.04, -2.97], [2.54, -0.86, 1.58], [4.01, -1.59, 3.38], [4.54, -4.00, 3.65], [3.53, -5.65, 2.11], [2.01, -4.93, 0.34], [-0.64, -2.57, 5.28], [-0.58, -1.22, 5.58], [-0.41, -0.27, 4.59], [-0.31, -0.66, 3.26], [-0.39, -2.01, 2.95], [-0.54, -2.96, 3.95], [-0.08, 0.30, 2.21], [0.00, 1.58, 2.70], [0.53, 2.44, 1.85], [0.84, 3.75, 2.30], [1.57, 4.57, 1.51], [1.98, 4.13, 0.23], [1.59, 2.90, -0.19], [0.87, 2.03, 0.58], [-0.76, -3.31, 6.06], [-0.67, -0.90, 6.62], [-0.35, 0.78, 4.83], [-0.33, -2.34, 1.93], [-0.59, -4.01, 3.68], [0.52, 4.03, 3.30], [1.85, 5.56, 1.86], [2.58, 4.75, -0.42], [1.85, 2.56, -1.18], [8.30, 0.12, 1.97], [7.12, 0.12, 1.35], [6.66, -1.02, 0.73], [7.40, -2.13, 0.76], [5.44, -1.01, 0.09], [5.03, -2.15, -0.47], [4.64, 0.13, 0.02], [3.03, 0.14, -0.97], [5.13, 1.26, 0.67], [4.43, 2.39, 0.68], [6.35, 1.27, 1.32], [6.79, 2.37, 1.94]],
  "charge": 0,
  "homo_ev": [-6.72, -6.72],
  "spin_multiplicity": 1,
  "orbital_gap_ev": [6.1, 6.1]
}

=====

# 3
{
  "formula": "C54H41Br2N2O11P3",
  "method": "ωB97M-V/def2-TZVPD",
  "elements": ["C", "C", "Br", "C", "Br", "C", "C", "P", "P", "O", "O", "O", "C", "O", "C", "P", "N", "C", "C", "C", "C", "N", "C", "O", "H", "H", "H", "H", "H", "H", "H", "H", "H", "H", "H", "H", "H", "H", "H", "H", "H", "O", "C", "C", "C", "C", "C", "C", "C", "C", "O", "C", "C", "C", "C", "C", "C", "H", "H", "H", "H", "H", "H", "H", "H", "O", "C", "C", "C", "C", "C", "C", "C", "C", "O", "C", "C", "C", "C", "C", "C", "H", "H", "H", "H", "H", "H", "H", "H", "O", "C", "C", "C", "C", "C", "C", "C", "C", "O", "C", "C", "C", "C", "C", "C", "H", "H", "H", "H", "H", "H", "H", "H"],
  "positions_angstrom": [[2.88, 1.54, -0.23], [3.39, 0.71, 0.91], [5.27, 0.62, 1.03], [2.66, 0.12, 1.84], [0.78, 0.31, 1.80], [3.14, -0.70, 2.97], [3.16, -0.27, 4.24], [2.68, 1.43, 4.66], [1.09, 0.94, 6.07], [0.58, -0.42, 5.89], [0.00, 2.08, 5.83], [1.61, 1.29, 7.54], [3.59, -1.22, 5.30], [4.25, -0.86, 6.24], [3.16, -2.62, 5.07], [2.64, -3.65, 6.48], [3.19, -3.26, 7.89], [3.12, -3.07, 3.81], [2.65, -4.44, 3.38], [2.24, -4.58, 1.90], [1.16, -5.66, 1.73], [-0.19, -5.21, 2.11], [3.58, -2.12, 2.75], [4.26, -2.45, 1.81], [2.61, 2.53, 0.15], [3.65, 1.66, -0.98], [2.01, 1.07, -0.69], [3.72, 1.81, 5.53], [0.42, 2.95, 5.78], [2.04, 0.52, 7.94], [2.97, -4.95, 6.06], [1.25, -3.58, 6.35], [3.74, -4.02, 8.28], [1.81, -4.75, 4.00], [3.47, -5.14, 3.57], [1.83, -3.64, 1.53], [3.12, -4.83, 1.31], [1.15, -5.99, 0.69], [1.40, -6.49, 2.40], [-0.26, -5.16, 3.11], [-0.37, -4.29, 1.73], [0.32, 4.49, 1.37], [-0.48, 5.38, 1.59], [-1.66, 5.13, 2.46], [-1.80, 3.89, 3.07], [-2.87, 3.65, 3.92], [-3.80, 4.66, 4.16], [-3.67, 5.89, 3.55], [-2.60, 6.13, 2.70], [-2.49, 7.47, 2.04], [-3.33, 8.32, 2.20], [-1.29, 7.72, 1.18], [-1.14, 8.96, 0.58], [-0.02, 9.22, -0.20], [0.95, 8.24, -0.38], [0.79, 6.99, 0.20], [-0.33, 6.73, 0.98], [-1.07, 3.12, 2.87], [-2.98, 2.69, 4.39], [-4.63, 4.47, 4.83], [-4.39, 6.68, 3.73], [-1.90, 9.72, 0.73], [0.10, 10.19, -0.66], [1.82, 8.45, -0.98], [1.54, 6.23, 0.06], [0.83, 7.89, -4.93], [0.10, 7.03, -5.37], [-0.18, 6.93, -6.83], [0.44, 7.82, -7.70], [0.23, 7.72, -9.06], [-0.61, 6.73, -9.57], [-1.24, 5.85, -8.71], [-1.03, 5.95, -7.34], [-1.74, 5.00, -6.43], [-2.52, 4.18, -6.86], [-1.45, 5.09, -4.97], [-2.06, 4.19, -4.10], [-1.78, 4.25, -2.74], [-0.89, 5.19, -2.25], [-0.29, 6.09, -3.11], [-0.56, 6.04, -4.47], [1.10, 8.58, -7.30], [0.71, 8.41, -9.74], [-0.77, 6.65, -10.63], [-1.90, 5.08, -9.09], [-2.75, 3.46, -4.50], [-2.26, 3.55, -2.07], [-0.67, 5.22, -1.19], [0.41, 6.83, -2.74], [-0.03, -7.61, -1.00], [-0.80, -8.39, -1.50], [-0.93, -8.51, -2.98], [-0.13, -7.72, -3.79], [-0.21, -7.83, -5.17], [-1.09, -8.74, -5.74], [-1.90, -9.53, -4.94], [-1.83, -9.41, -3.56], [-2.72, -10.25, -2.71], [-3.54, -11.00, -3.21], [-2.58, -10.15, -1.23], [-3.38, -10.94, -0.42], [-3.25, -10.87, 0.96], [-2.32, -10.01, 1.53], [-1.53, -9.21, 0.73], [-1.66, -9.27, -0.66], [0.56, -7.02, -3.34], [0.42, -7.22, -5.80], [-1.14, -8.84, -6.82], [-2.59, -10.23, -5.37], [-4.10, -11.61, -0.87], [-3.87, -11.49, 1.59], [-2.22, -9.96, 2.61], [-0.81, -8.53, 1.16]],
  "charge": 0,
  "homo_ev": -8.79,
  "smiles": "C/C(Br)=C(\\Br)C1=C(PP(=O)(O)O)C(=O)C([PH2]=N)=C(CCCN)C1=O.O=C1c2ccccc2C(=O)c2ccccc21.O=C1c2ccccc2C(=O)c2ccccc21.O=C1c2ccccc2C(=O)c2ccccc21",
  "spin_multiplicity": 1,
  "orbital_gap_ev": 7.5
}

=====

# 4
{
  "formula": "C54H42N4OP2PdS",
  "method": "ωB97M-V/def2-TZVPD",
  "elements": ["Pd", "O", "S", "C", "C", "C", "C", "C", "C", "C", "C", "C", "C", "P", "C", "C", "C", "C", "C", "C", "C", "C", "C", "C", "C", "C", "C", "C", "C", "C", "C", "C", "C", "C", "C", "C", "C", "C", "P", "C", "C", "C", "C", "C", "C", "C", "C", "C", "C", "C", "C", "C", "C", "H", "H", "H", "H", "H", "H", "H", "H", "H", "H", "H", "H", "H", "H", "H", "H", "H", "H", "H", "H", "H", "H", "H", "H", "H", "H", "H", "H", "H", "H", "H", "H", "H", "H", "H", "H", "N", "C", "C", "N", "C", "C", "N", "C", "C", "N", "H", "H", "H", "H", "H", "H"],
  "positions_angstrom": [[0.05, -0.50, 0.28], [0.67, 2.51, 1.66], [0.22, 2.13, 0.30], [1.20, 3.36, -0.64], [0.80, 4.66, -0.83], [1.60, 5.62, -1.47], [2.84, 5.24, -1.90], [3.92, 5.99, -2.63], [5.16, 5.06, -2.57], [4.65, 3.79, -1.97], [5.28, 2.61, -1.67], [4.52, 1.59, -1.07], [3.18, 1.71, -0.75], [2.40, 0.16, -0.10], [3.60, -0.43, 1.12], [4.21, 0.44, 2.01], [4.94, -0.05, 3.07], [5.07, -1.41, 3.26], [4.43, -2.29, 2.40], [3.68, -1.81, 1.35], [2.68, -0.87, -1.60], [1.61, -0.87, -2.48], [1.67, -1.59, -3.66], [2.80, -2.33, -3.95], [3.87, -2.34, -3.07], [3.82, -1.61, -1.89], [2.51, 2.94, -0.99], [3.30, 3.94, -1.61], [-1.50, 2.65, 0.30], [-2.11, 3.31, -0.74], [-3.48, 3.63, -0.74], [-4.24, 3.25, 0.33], [-5.70, 3.43, 0.65], [-5.92, 2.66, 1.97], [-4.57, 2.14, 2.35], [-4.14, 1.40, 3.42], [-2.81, 0.96, 3.43], [-1.89, 1.27, 2.45], [-0.31, 0.35, 2.53], [0.08, 0.53, 4.31], [-0.18, -0.46, 5.25], [0.15, -0.25, 6.58], [0.75, 0.93, 6.97], [1.04, 1.90, 6.03], [0.71, 1.70, 4.70], [-0.90, -1.41, 2.50], [-2.18, -1.92, 2.33], [-2.39, -3.29, 2.29], [-1.33, -4.17, 2.42], [-0.04, -3.68, 2.55], [0.17, -2.32, 2.59], [-2.27, 2.13, 1.38], [-3.63, 2.50, 1.36], [-0.17, 4.96, -0.47], [1.23, 6.63, -1.61], [4.12, 6.97, -2.18], [3.61, 6.16, -3.66], [5.94, 5.49, -1.94], [5.59, 4.90, -3.56], [6.33, 2.46, -1.88], [5.02, 0.66, -0.84], [4.08, 1.51, 1.87], [5.40, 0.64, 3.77], [5.65, -1.79, 4.09], [4.50, -3.36, 2.57], [3.13, -2.48, 0.70], [0.71, -0.31, -2.21], [0.83, -1.59, -4.34], [2.86, -2.90, -4.87], [4.75, -2.92, -3.30], [4.65, -1.64, -1.20], [-1.52, 3.59, -1.61], [-3.91, 4.17, -1.57], [-6.32, 3.04, -0.16], [-5.93, 4.49, 0.75], [-6.62, 1.84, 1.84], [-6.32, 3.31, 2.75], [-4.81, 1.12, 4.22], [-2.49, 0.31, 4.23], [-0.65, -1.38, 4.95], [-0.07, -1.02, 7.31], [1.01, 1.08, 8.01], [1.52, 2.82, 6.34], [0.94, 2.44, 3.95], [-3.03, -1.25, 2.24], [-3.39, -3.68, 2.18], [-1.50, -5.24, 2.41], [0.80, -4.36, 2.62], [1.18, -1.92, 2.72], [-3.60, -2.11, -0.71], [-4.21, -0.89, -0.83], [-3.20, 0.03, -0.94], [-1.99, -0.59, -0.87], [-2.25, -1.88, -0.73], [-1.26, -2.92, -0.73], [0.03, -2.73, -0.56], [0.62, -3.93, -0.76], [-0.32, -4.88, -1.04], [-1.52, -4.23, -1.02], [-4.06, -2.98, -0.50], [-5.28, -0.79, -0.84], [-3.29, 1.08, -1.09], [1.69, -4.03, -0.69], [-0.25, -5.92, -1.25], [-2.42, -4.64, -1.21]],
  "charge": 0,
  "homo_ev": -4.98,
  "spin_multiplicity": 1,
  "orbital_gap_ev": 5.2
}

=====

It is found that the max |F| values, taken in the order of the records, are 0.7, 1.0, 1.1, 1.8 eV Å⁻¹.